C42H112B5F20N7O14Ti | ωB97M-V with the def2-TZVPD basis set

```
201
Properties=species:S:1:pos:R:3:forces:R:3:mulliken_charge:R:1
Ti 0.739512 0.334961 0.842027 -0.01 0.31 -0.26 -0.02
C 0.230003 2.419244 -6.320727 -1.07 -0.42 -1.35 -0.54
O 0.062959 2.873981 -5.039610 0.07 1.19 2.37 -0.06
C -0.932536 3.910950 -4.893510 0.93 -1.66 1.38 -0.91
C -1.262216 3.856145 -3.355557 0.70 -1.15 0.12 -0.01
N 0.046876 3.724512 -2.445368 -0.35 2.83 -1.81 1.13
H -0.011511 3.301589 -1.530039 -1.03 0.18 0.82 -0.57
H 0.613336 3.052909 -2.943542 0.48 -0.30 -0.66 0.19
C 0.889058 5.035074 -2.400450 1.36 -0.71 0.18 -0.86
C 2.152063 4.783281 -1.535771 -1.32 -0.28 0.64 -0.39
O 2.828010 3.639134 -1.931283 1.27 -0.73 -0.42 -0.19
C 4.018559 3.580234 -1.148531 0.86 -0.21 0.84 -0.10
H 0.593338 3.240118 -6.938995 0.18 -0.38 -0.50 0.34
H -0.765320 2.088754 -6.617744 -0.30 0.19 -0.91 0.41
H 0.788840 1.486437 -6.396036 0.70 0.54 0.50 -0.32
H -1.802994 3.584784 -5.462743 -0.42 0.18 0.18 0.53
H -0.626759 4.879761 -5.288507 0.31 0.06 0.19 0.41
H -1.720116 2.890084 -3.143016 -0.09 -0.04 -0.29 -0.22
H -2.012203 4.600293 -3.087473 0.78 0.41 0.58 0.51
H 0.440780 5.926834 -1.962392 -0.90 -0.60 -0.03 0.35
H 1.118708 5.231607 -3.447707 0.14 0.00 0.06 0.54
H 1.798373 4.599744 -0.521220 -0.46 -0.01 0.36 0.15
H 2.845106 5.606051 -1.360167 -0.20 0.62 -0.92 0.55
H 3.797837 3.748850 -0.094514 -0.34 0.13 0.11 0.06
H 4.774961 4.319790 -1.411239 -0.34 0.52 -0.43 0.37
H 4.600336 2.658549 -1.137337 -0.84 -0.47 -0.74 -0.39
C 1.333716 -0.231399 6.210261 -0.02 -1.56 1.34 -0.61
O 0.023797 0.335131 6.426304 -0.48 0.15 -1.18 -0.10
C -0.862788 -0.560924 7.107182 -0.10 1.07 0.26 -0.49
C -2.277389 0.103700 7.195715 1.17 0.37 -1.44 -0.58
N -2.790203 0.158856 5.745600 -1.55 -0.10 2.08 0.33
H -2.042639 0.527291 5.175069 0.34 0.60 -0.48 -0.28
H -2.864249 -0.805495 5.454665 -0.21 -0.31 -0.44 0.29
C -4.142861 0.946272 5.491435 2.04 0.57 -0.58 -0.40
C -4.055284 2.329014 6.165104 1.02 0.08 -0.88 -0.78
O -2.738789 2.914192 5.994547 -0.89 -0.43 0.32 -0.45
C -2.364076 3.051120 4.600529 -0.63 0.26 0.43 -0.53
H 2.165834 0.318150 5.770193 -1.04 1.03 -0.36 0.06
H 1.281633 -1.170898 5.660048 -0.28 0.03 -0.26 0.15
H 1.696818 -0.495567 7.203471 0.21 -0.14 0.23 0.43
H -0.397879 -0.699324 8.083303 -0.55 -0.44 0.32 0.60
H -1.032778 -1.511633 6.601850 0.61 -0.30 -0.22 0.15
H -2.142621 1.150161 7.469289 -0.32 -0.19 0.39 0.36
H -3.051984 -0.451840 7.724381 0.44 0.12 0.43 0.44
H -5.109345 0.517248 5.755902 0.57 -0.93 0.24 0.44
H -4.009977 0.978951 4.410056 -0.82 0.48 -0.08 0.34
H -4.357970 2.248980 7.209165 0.76 0.05 0.22 0.43
H -4.822407 2.980165 5.746035 -0.08 0.01 -0.41 0.46
H -1.952088 4.032226 4.364319 -0.05 0.08 0.46 0.42
H -3.290393 2.958237 4.033591 0.38 -0.14 -0.57 0.30
H -1.589819 2.328719 4.342133 -0.17 -0.23 -0.23 -0.01
C 1.956918 5.902037 6.668050 0.97 -0.43 -1.61 -0.71
O 2.807814 4.997873 5.801796 -1.35 0.26 -0.11 -0.50
C 2.052781 4.450764 4.678975 0.77 -0.46 -0.34 -0.37
C 3.018290 3.700010 3.727402 1.30 1.69 -0.33 -0.69
N 4.238739 4.674829 3.359248 -1.50 -1.54 0.92 -0.21
H 3.937605 5.508735 2.875482 -0.20 0.03 -0.76 0.40
H 4.303770 4.963799 4.324833 1.47 0.57 0.63 0.47
C 5.424630 3.966841 2.654643 -0.75 2.71 0.89 0.05
C 6.154771 5.145970 1.902643 -0.52 -1.07 -0.58 -0.74
O 5.264240 5.722009 0.961811 0.20 -0.51 0.16 -0.16
C 5.490809 7.096593 0.687892 -1.51 0.14 -0.35 -0.87
H 2.534737 6.543917 7.333052 0.66 -0.75 0.02 0.31
H 1.256811 5.296842 7.243968 -0.16 0.20 -0.32 0.24
H 1.560548 6.630264 5.960462 -0.87 -0.26 0.16 0.34
H 1.461441 5.175642 4.119531 0.29 0.58 0.06 0.44
H 1.313121 3.681202 4.899829 -0.04 -0.11 0.83 0.41
H 2.604027 3.413490 2.760759 -0.35 -0.35 0.42 0.08
H 3.583577 2.919995 4.237432 -0.55 -0.34 -0.18 0.40
H 4.912986 3.180848 2.099180 0.71 0.01 -0.44 -0.21
H 6.065178 3.593746 3.453773 -0.06 -0.28 -0.26 0.41
H 7.027306 4.750817 1.382422 0.21 -0.04 0.13 0.38
H 6.458821 5.953368 2.568803 0.20 -0.34 0.56 0.48
H 4.580909 7.364223 0.150712 -0.05 0.34 0.04 0.21
H 6.288703 7.371185 -0.002077 0.56 -0.48 0.41 0.31
H 5.485259 7.657144 1.622682 0.43 0.23 -0.03 0.41
C -4.495710 -1.696157 1.314672 1.03 0.27 -1.53 -0.57
O -3.895615 -2.940468 1.656280 -0.57 0.84 1.26 -0.02
C -4.255737 -3.351934 2.958151 -0.04 -2.06 -0.22 -0.33
C -3.584397 -4.704169 3.078844 0.57 0.47 1.26 -0.46
N -2.087433 -4.452580 3.444125 -0.91 -3.34 -1.71 0.29
H -1.897473 -3.627379 2.893609 1.19 0.37 -0.89 -0.50
H -1.781997 -4.203816 4.374147 -0.79 0.11 0.68 0.38
C -1.218013 -5.761356 3.113836 0.34 1.73 0.06 -0.45
C 0.239582 -5.277111 3.175279 0.92 -0.83 -1.47 -0.83
O 0.456572 -4.415218 2.084297 -2.15 0.28 -0.83 0.17
C 1.737688 -3.889560 1.844092 1.02 0.85 1.21 -0.94
H -4.587468 -1.007308 2.154424 -0.46 -0.24 0.04 0.29
H -5.358842 -1.861447 0.669857 -0.70 0.03 0.77 0.42
H -3.820131 -1.210507 0.610513 0.42 0.11 0.19 -0.15
H -5.305723 -3.594894 3.121263 -0.49 0.53 -0.54 0.60
H -3.964992 -2.748955 3.818382 0.32 0.76 -0.33 -0.14
H -3.639173 -5.185726 2.102519 0.51 0.03 0.09 0.10
H -4.119511 -5.347480 3.777334 0.58 0.01 0.35 0.58
H -1.471789 -6.205259 2.151222 -0.06 0.85 -0.32 0.14
H -1.523541 -6.559688 3.790172 0.26 0.51 0.67 0.48
H 0.944276 -6.071935 2.930822 -0.22 -0.84 0.98 0.54
H 0.504543 -4.824013 4.130569 -0.04 0.12 0.24 0.39
H 2.143445 -3.683513 2.834551 0.55 0.24 -0.02 0.47
H 1.673665 -2.930887 1.329364 -0.41 -0.14 -0.01 -0.12
H 2.462413 -4.485949 1.289850 -0.43 -0.65 -0.07 0.50
C -2.792513 -6.970852 -2.705099 0.83 -1.77 -0.23 -0.97
O -2.700890 -5.795529 -1.978808 -0.35 1.33 0.41 -0.14
C -1.971997 -5.803564 -0.752908 -0.35 0.55 -1.48 -1.58
C -1.439044 -4.379320 -0.575683 0.99 -0.02 1.03 0.14
N -1.090325 -3.646989 -1.845255 0.03 -1.48 -0.51 1.93
H -1.994422 -3.609161 -2.293910 -0.08 0.30 -1.04 0.47
H -0.704503 -2.716237 -1.775028 -0.24 0.60 1.12 -1.23
C -0.106824 -4.379166 -2.736128 -1.14 -0.89 -0.94 -0.43
C -0.026453 -3.854168 -4.199029 -1.18 0.84 0.85 -0.37
O -1.355188 -3.386279 -4.692327 1.25 0.53 1.33 -0.41
C -1.216157 -2.182740 -5.473254 0.10 -0.66 -0.70 -0.79
H -3.563026 -6.998293 -3.475599 -0.29 0.60 0.40 0.26
H -2.923635 -7.816462 -2.029941 -0.28 -0.20 -0.04 0.40
H -1.862064 -7.159432 -3.240639 0.28 -0.04 -0.09 0.31
H -1.141758 -6.508353 -0.707569 -0.11 -0.30 -0.42 0.50
H -2.683461 -6.023706 0.042999 0.13 -0.09 0.32 0.63
H -0.531134 -4.514939 0.012019 -0.06 0.68 0.19 -0.19
H -2.183237 -3.814135 -0.014566 0.30 0.46 -0.20 0.21
H -0.528565 -5.382779 -2.790949 0.46 -0.06 0.18 0.52
H 0.891184 -4.343129 -2.299344 -0.13 -0.06 0.23 -0.09
H 0.338088 -4.685197 -4.802854 -0.05 0.13 -0.14 0.57
H 0.713523 -3.054578 -4.164544 -0.18 0.22 -0.53 -0.17
H -0.614197 -2.524456 -6.315267 0.08 0.81 -0.31 0.39
H -0.830375 -1.272115 -5.014948 0.86 -0.49 0.76 0.18
H -2.159595 -1.778602 -5.840252 -0.53 -0.97 -0.07 0.38
C -4.567058 1.676057 0.282503 0.55 -0.37 0.52 -0.73
O -5.015712 0.846274 -0.753181 0.38 -1.37 -1.92 -0.47
C -4.051859 0.722878 -1.821952 -1.22 0.05 -0.25 -0.21
C -4.543058 -0.409622 -2.790679 -0.73 0.71 1.02 -0.76
N -5.970352 -0.110313 -3.222617 -0.61 -0.61 -0.87 -0.08
H -6.566106 -0.022089 -2.411826 -0.30 -0.26 0.55 0.43
H -5.983495 0.820548 -3.614311 0.01 0.44 -0.35 0.38
C -6.592543 -1.085184 -4.306570 1.13 0.14 0.82 -0.77
C -6.666798 -2.529844 -3.818221 0.82 0.82 0.36 -0.52
O -5.390645 -3.096085 -3.489695 -1.79 0.10 0.01 -0.18
C -5.646771 -4.293608 -2.713397 1.65 0.84 0.12 -0.25
H -3.592009 1.369109 0.660876 0.25 -0.28 0.01 0.15
H -5.296758 1.456738 1.061949 -0.02 1.05 0.15 0.38
H -4.394369 2.692023 -0.072604 -0.66 0.32 0.37 0.42
H -3.051261 0.567546 -1.418507 0.10 -0.47 -0.16 0.30
H -4.051861 1.682284 -2.339302 0.19 0.24 -0.34 0.57
H -4.634609 -1.332257 -2.217560 0.46 -0.06 -0.47 0.08
H -4.074781 -0.507574 -3.770073 0.87 -0.17 0.59 0.29
H -5.955785 -0.970482 -5.183765 0.08 -0.05 0.08 0.35
H -7.595495 -0.748492 -4.568915 0.08 0.24 0.28 0.44
H -7.166851 -3.081882 -4.614015 -0.14 -0.25 0.09 0.43
H -7.250590 -2.526046 -2.897750 -0.51 -0.17 -0.05 0.39
H -4.619781 -4.557752 -2.461149 -0.20 -1.16 -0.49 -0.36
H -6.278563 -4.994818 -3.258590 0.39 -0.21 0.05 0.44
H -6.043068 -4.102811 -1.716074 -0.74 0.50 -0.08 0.34
C 1.894854 -0.982055 -7.089689 1.16 -0.06 -0.23 -1.06
O 2.606051 -0.667949 -5.867794 -1.48 1.48 -1.34 0.04
C 3.989962 -0.934003 -5.914325 -0.85 -2.26 0.55 -0.92
C 4.529874 -0.436616 -4.605561 -0.41 2.01 0.67 -0.42
N 3.694881 -0.812392 -3.355194 1.82 0.78 -0.12 0.81
H 2.722042 -0.728945 -3.613462 -0.43 -0.28 -0.03 -0.11
H 3.946620 -1.781703 -3.224105 -0.58 -0.88 0.21 0.23
C 3.933060 -0.150450 -1.941721 3.06 -1.16 -1.34 0.48
C 5.552703 -0.031825 -1.737010 -2.21 0.81 0.39 -0.85
O 5.970675 1.112930 -2.441612 1.28 1.02 0.11 -0.30
C 7.158983 1.770309 -1.896334 -0.74 -0.44 0.30 -0.85
H 0.989326 -0.399743 -7.260077 -0.31 -0.35 1.01 0.22
H 1.782570 -2.063505 -7.166808 -0.51 -0.02 0.12 0.30
H 2.432463 -0.699010 -7.994652 0.77 0.08 0.12 0.43
H 4.568955 -0.508202 -6.733822 -0.25 0.43 -0.09 0.44
H 3.987200 -2.017207 -6.035804 0.93 -0.33 0.11 0.40
H 4.371475 0.635784 -4.719407 0.32 0.24 0.42 0.26
H 5.603305 -0.586378 -4.489742 -0.29 -0.34 0.36 0.53
H 3.583307 -0.904702 -1.236822 -0.28 0.14 -0.06 -0.28
H 3.429726 0.811041 -1.840332 0.10 -0.18 -0.26 -0.22
H 6.122591 -0.917822 -2.016927 -0.33 -0.29 -0.20 0.69
H 5.693131 0.131922 -0.668570 -0.04 -0.14 0.20 0.30
H 7.101256 1.903030 -0.815992 -0.52 -0.18 0.31 0.25
H 7.230043 2.785963 -2.285549 -0.02 -0.33 -0.53 0.31
H 8.079484 1.200057 -2.021188 -0.06 -0.06 -0.60 0.35
B 0.205017 -0.557511 -1.833899 0.25 -0.37 1.57 0.71
F 0.543410 0.705449 -1.468898 0.73 2.25 0.51 -0.77
F -1.109164 -0.602509 -2.123952 -2.37 -0.30 -1.16 -0.01
F 1.010254 -0.995712 -2.795514 1.07 -0.85 -2.38 0.19
F 0.392420 -1.412908 -0.720860 0.15 -0.62 0.89 -0.50
B 3.621105 -3.998033 -2.390194 -0.02 -1.98 1.73 -0.23
F 3.578492 -5.331623 -2.387928 -0.76 -3.24 -0.03 -0.38
F 2.655280 -3.476003 -1.611452 -3.28 1.35 1.88 -0.15
F 4.758825 -3.607824 -1.887903 4.72 1.95 1.89 -0.30
F 3.513405 -3.544058 -3.604702 -0.95 2.10 -5.53 -0.29
B -0.731897 3.710436 1.074527 0.80 -0.03 0.55 -0.37
F 0.088491 2.590557 0.866946 1.00 -1.04 -1.37 0.41
F -1.963344 3.271927 1.332577 -2.73 -0.76 0.07 -0.15
F -0.195898 4.291019 2.158921 1.05 1.57 2.53 -0.22
F -0.704868 4.639535 0.056142 0.04 0.18 -1.60 -0.16
B 3.514769 0.402177 1.771521 -0.43 0.26 1.61 -0.87
F 2.885124 1.239679 0.902311 -1.95 2.49 -2.00 0.43
F 2.968004 -0.814217 1.523622 0.46 -2.64 -1.08 0.19
F 4.833706 0.678499 1.567456 1.41 -0.67 0.44 -0.17
F 3.042209 0.669852 3.064833 0.70 0.95 1.00 -0.05
B -0.579672 -1.123557 2.810191 -0.32 -0.34 0.12 0.71
F -1.169958 0.043615 2.665025 -2.73 4.33 -0.90 -0.63
F 0.718013 -0.779107 3.007462 1.86 -1.14 0.18 -0.44
F -1.234341 -1.644660 3.917822 -0.37 -2.09 2.13 -0.24
F -0.886864 -1.897809 1.712584 0.35 -1.17 -0.68 0.02
```
Positions in Å, forces in eV/Å.

Results
E   -6074.966016 Eh
LUMO (spin up / spin down)   -5.59 / -5.61 eV
Charge   +3
Gap between HOMO and LUMO (spin up / spin down)   2.77 / 8.88 eV
2S+1   4